Entry 1:
Formula: C22H13ClF3N3O2
Source: OMol25
Level of theory: ωB97M-V/def2-TZVPD

Structure (XYZ):
```
44
Properties=species:S:1:pos:R:3:nbo_charge:R:1
Cl -2.85446 -4.69165 -1.99850 0.0135
F -2.71185 7.48818 -0.36016 -0.2970
F -0.64278 7.61442 -0.00351 -0.3485
F -1.60434 7.38328 -2.10121 -0.3417
O 2.94564 4.54320 -0.06254 -0.5593
O 3.25200 3.40518 1.92632 -0.6777
N -2.11429 -6.80968 -0.86252 -0.4329
N -0.85692 1.30621 -0.20820 -0.3864
N -2.33616 4.52483 -0.93230 -0.3885
C -0.22825 -5.98330 0.78933 -0.1440
C -0.29059 -1.29533 -1.17715 -0.1875
C -1.60346 6.89008 -0.77317 0.9685
C 1.45451 1.49046 0.30868 -0.0081
C -0.28323 -3.53906 -0.11623 -0.0701
C -0.62542 -7.34268 0.80212 -0.2501
C -0.08152 4.95092 -0.37209 -0.1747
C 0.70554 -1.57835 0.94660 -0.1942
C 0.28594 -0.72746 -0.05587 -0.1025
C 1.39296 2.87172 0.38347 -0.0842
C -0.80547 -4.98279 -0.02608 -0.0982
C -0.93889 2.66009 -0.31747 0.0924
C 2.53757 3.70393 0.76383 0.7613
C -1.79172 -5.53889 -0.89547 0.2093
C -1.60475 -7.73388 -0.03286 0.0418
C -0.58457 -2.69315 -1.20663 -0.1211
C -2.18883 3.24596 -0.60654 0.0855
C 2.73991 0.76698 0.51330 -0.6456
C 0.33936 0.73777 0.00416 0.2839
C 0.38221 -2.95117 0.92597 -0.1859
C 0.15072 3.54486 -0.13516 -0.0247
C -1.36843 5.40856 -0.71555 0.0615
H 4.02378 3.94928 1.96478 0.5027
H -1.07035 -2.99448 -2.12628 0.2253
H 0.69326 -3.50944 1.84108 0.2152
H -0.62776 -0.62829 -1.92930 0.2253
H 0.54540 -5.79296 1.57463 0.2197
H -3.06056 2.60756 -0.78553 0.2137
H -0.15843 -7.91990 1.52682 0.2164
H -2.11991 -8.67949 0.04237 0.2074
H 2.86068 -0.22995 0.11323 0.2416
H 2.69425 0.64813 1.52024 0.2315
H 1.30682 -1.24346 1.84911 0.2163
H 3.59280 1.36462 0.09469 0.2291
H 0.64960 5.75913 -0.09043 0.2610
```

The HOMO energy comes out at -9.167 eV. The SMILES is Cc1c(-c2ccc(-c3cccnc3Cl)cc2)nc2cnc(C(F)(F)F)cc2c1C(=O)O.



Entry 2:
Formula: C22H14CrN2O4
Source: OMol25
Level of theory: ωB97M-V/def2-TZVPD

Structure (XYZ):
```
43
Properties=species:S:1:pos:R:3:nbo_charge:R:1
Cr 0.70088 -0.40389 -0.17444 1.2578
O 1.90148 -0.87891 1.50898 -0.6432
O -0.88937 -1.03017 1.04580 -0.7993
O -2.36592 -2.76308 6.80832 -0.3869
O -0.24543 -2.49738 7.06873 -0.3917
N 0.13389 1.03277 -1.62576 -0.5513
N -1.25820 -2.47727 6.39458 0.5378
C -0.88486 3.10157 -2.35342 -0.1418
C 1.54069 -0.34786 -2.97824 -0.0603
C 0.48947 1.81256 -3.85363 -0.2602
C 3.10151 -2.60507 -3.19440 -0.1969
C 2.05656 -0.71071 -4.22212 -0.2194
C -2.26990 4.33894 -0.81402 -0.2195
C 1.77868 -1.09848 -1.81107 -0.3923
C 0.21878 -1.43379 3.12233 -0.3418
C 2.83990 -1.84855 -4.32947 -0.2170
C 1.54309 -1.15341 2.66105 0.4434
C -0.66250 2.11916 -1.37625 0.2513
C 2.57996 -2.23020 -1.96331 -0.2342
C -0.93080 -1.38157 2.27031 0.5446
C -1.27720 2.25071 -0.10969 -0.2459
C -2.28406 -2.09808 4.17092 -0.1250
C -2.18369 -1.74764 2.85868 -0.3149
C 0.69339 0.86041 -2.81430 0.2695
C 0.09358 -1.79545 4.47693 -0.0836
C -1.13395 -2.11290 4.98207 -0.0692
C -1.69642 4.21792 -2.04718 -0.1602
C -0.27464 2.91089 -3.62023 -0.0935
C -2.05925 3.33821 0.16034 -0.1693
H -1.85375 4.97090 -2.80970 0.2151
H 2.81446 -2.84529 -1.09999 0.2029
H 1.85517 -0.13257 -5.11392 0.2005
H 3.71824 -3.49242 -3.27408 0.2093
H 0.95833 1.65656 -4.81154 0.2265
H -1.14509 1.47186 0.63324 0.2235
H -3.05427 -1.72802 2.21738 0.2294
H 0.96500 -1.82309 5.11725 0.2452
H 2.32977 -1.21626 3.42624 0.1432
H -0.43171 3.65302 -4.39397 0.2183
H 3.24458 -2.14361 -5.28869 0.2100
H -3.23585 -2.36536 4.60622 0.2485
H -2.89080 5.19286 -0.58018 0.2207
H -2.52975 3.43269 1.13022 0.2201
```

The value obtained for the relative energy (zero: lowest compared OMol25 entry of this formula, charge and spin) is 17.9 kJ/mol. Its spin multiplicity is 5. The HOMO energy (spin up / spin down) comes out at -8.029 / -8.683 eV.



no.,maximum force (eV Å⁻¹)
1,4.3
2,0.6